Version P
Molecular formula: C3H4N2OS
Method: DFT, wB97M-V/def2-TZVPD

```
! wB97M-V def2-TZVPD RIJCOSX def2/J DEFGRID3
* xyz 0 1
C -1.584 0.309 0.019
C -1.230 -0.001 -1.242
C 0.558 0.094 0.388
N -0.591 0.276 0.917
N 1.650 -0.338 1.568
O 1.369 -0.039 -2.306
S 0.446 -0.579 -1.270
H -2.531 0.584 0.408
H -2.046 -0.236 -2.003
H 1.309 0.089 2.304
H 2.651 -0.160 1.218
*
```

Values from the calculation:
E_HOMO: -9.34 eV
Kohn-Sham gap: 0.316 hartree

Results of the Mulliken charge analysis, in e, for atoms 1 through 2: -0.23 -0.31

Version Q
Molecular formula: C3H4N2OS
Method: DFT, wB97M-V/def2-TZVPD

```
! wB97M-V def2-TZVPD RIJCOSX def2/J DEFGRID3
* xyz 0 1
C 0.455 1.985 0.268
C -0.899 0.508 -0.521
C 0.554 -1.477 -0.103
N 1.048 0.850 0.325
N 0.261 -0.054 -0.189
O -0.720 1.842 -0.352
S -3.580 -0.808 0.154
H 0.911 2.869 0.531
H 1.686 -1.808 -0.027
H 0.080 -1.935 0.838
H 0.204 -1.970 -0.924
*
```

Values from the calculation:
E_HOMO (alpha / beta): -9.14 / -9.13 eV
Kohn-Sham gap (alpha / beta): 0.268 / 0.270 hartree

Results of the Mulliken charge analysis, in e, for atoms 1 through 2: -0.05 -0.32

Version R
Molecular formula: C3H4N2OS
Method: DFT, wB97M-V/def2-TZVPD

```
! wB97M-V def2-TZVPD RIJCOSX def2/J DEFGRID3
* xyz 0 1
C 0.836 0.412 0.570
C 0.086 -1.519 -0.445
C -0.495 -1.194 -1.667
N 1.121 -0.683 0.055
N -0.075 2.462 1.402
O -0.310 -2.424 0.351
S -0.714 1.074 1.126
H 1.571 1.152 0.917
H -0.168 -0.457 -2.376
H -1.288 -1.759 -2.053
H -0.563 2.936 2.121
*
```

Values from the calculation:
E_HOMO (alpha / beta): -9.91 / -8.76 eV
Kohn-Sham gap (alpha / beta): 0.324 / 0.251 hartree

Results of the Mulliken charge analysis, in e, for atoms 1 through 2: -0.06 0.66

Stability summary - winner: version P; margin: 10.1 kcal/mol.

Version P
Molecular formula: C3H4N2OS
Method: DFT, wB97M-V/def2-TZVPD

```
! wB97M-V def2-TZVPD RIJCOSX def2/J DEFGRID3
* xyz 0 1
C 1.698 -1.090 1.226
C -0.219 0.302 0.686
C -0.925 0.538 -0.630
N 2.416 -1.946 1.684
N 0.887 1.354 2.916
O 0.730 -0.666 0.669
S -0.179 1.519 1.955
H -2.132 0.396 -0.633
H -0.766 1.620 -0.870
H -0.416 -0.093 -1.481
H 3.426 -1.953 1.761
*
```

Values from the calculation:
E_HOMO (alpha / beta): -7.37 / -7.37 eV
Kohn-Sham gap (alpha / beta): 0.261 / 0.262 hartree

Results of the Mulliken charge analysis, in e, for atoms 1 through 2: 0.44 0.19

Version Q
Molecular formula: C3H4N2OS
Method: DFT, wB97M-V/def2-TZVPD

```
! wB97M-V def2-TZVPD RIJCOSX def2/J DEFGRID3
* xyz 0 1
O 2.294 0.326 0.049
C 1.093 0.233 0.049
N 0.269 1.336 0.204
N -1.026 1.477 -0.235
C -1.763 0.447 -0.155
C -1.369 -0.862 0.390
S 0.289 -1.345 -0.197
H 0.787 2.171 0.107
H -2.851 0.577 -0.502
H -2.030 -1.647 0.142
H -1.340 -0.780 1.521
*
```

Values from the calculation:
E_HOMO: -9.79 eV
Structure (SMILES): O=C1NN=CCS1
Kohn-Sham gap: 0.381 hartree

Results of the Mulliken charge analysis, in e, for atoms 1 through 2: -0.54 0.51

Stability summary - winner: version Q; margin: 138.6 kcal/mol.

Version P
Molecular formula: C3H4N2OS
Method: DFT, wB97M-V/def2-TZVPD

```
! wB97M-V def2-TZVPD RIJCOSX def2/J DEFGRID3
* xyz 0 1
H 0.032 -1.847 -2.158
N -0.512 -1.139 -1.596
C 0.081 -0.399 -0.768
O 1.415 -0.401 -0.376
C 1.545 0.357 0.841
C 0.360 0.899 1.130
N -0.567 0.509 0.135
S -2.344 0.600 0.339
H 2.523 0.193 1.278
H 0.023 1.490 1.933
H -2.556 -0.263 -0.758
*
```

Values from the calculation:
E_HOMO: -8.08 eV
Structure (SMILES): [H]/N=c1\occn1S
Kohn-Sham gap: 0.319 hartree

Results of the Mulliken charge analysis, in e, for atoms 1 through 2: 0.24 -0.70

Version Q
Molecular formula: C3H4N2OS
Method: DFT, wB97M-V/def2-TZVPD

```
! wB97M-V def2-TZVPD RIJCOSX def2/J DEFGRID3
* xyz 0 1
N -3.311 -1.228 -0.294
C -2.293 -0.671 -0.019
C -1.215 0.303 0.220
O 0.205 -0.259 0.313
C 1.171 0.741 -0.123
N 2.425 0.384 -0.181
S 2.962 -1.124 -0.031
H -1.603 0.859 1.156
H -1.170 0.934 -0.750
H 0.967 1.899 -0.656
H 1.862 -1.837 0.365
*
```

Values from the calculation:
E_HOMO: -8.89 eV
Structure (SMILES): N#CCO/C=N\S
Kohn-Sham gap: 0.339 hartree

Results of the Mulliken charge analysis, in e, for atoms 1 through 2: -0.38 0.10

Version R
Molecular formula: C3H4N2OS
Method: DFT, wB97M-V/def2-TZVPD

```
! wB97M-V def2-TZVPD RIJCOSX def2/J DEFGRID3
* xyz 0 1
O 0.877 -2.117 -0.048
C 0.109 -0.992 -0.100
N -1.166 -1.006 -0.452
N -1.503 0.300 -0.435
C -0.486 1.115 -0.050
C 0.615 0.295 0.173
S 2.265 0.608 0.722
H 0.292 -2.849 -0.315
H -2.487 0.566 -0.524
H -0.639 2.170 0.056
H 2.122 1.910 0.973
*
```

Values from the calculation:
E_HOMO: -8.25 eV
Structure (SMILES): Oc1n[nH]cc1S
Kohn-Sham gap: 0.332 hartree

Results of the Mulliken charge analysis, in e, for atoms 1 through 2: -0.49 0.36

Version S
Molecular formula: C3H4N2OS
Method: DFT, wB97M-V/def2-TZVPD

```
! wB97M-V def2-TZVPD RIJCOSX def2/J DEFGRID3
* xyz 0 1
C -0.895 -0.652 0.372
C -0.163 0.311 0.936
C 0.297 -0.055 -1.200
H -1.454 -3.103 0.055
H -0.250 0.962 1.953
H 1.499 2.698 -0.670
H 1.014 0.323 -1.951
N 0.465 0.824 -0.156
N -0.509 -0.955 -0.829
O 1.572 1.576 0.142
S -1.578 -1.931 1.348
*
```

Values from the calculation:
E_HOMO: -8.02 eV
Kohn-Sham gap: 0.266 hartree

Results of the Mulliken charge analysis, in e, for atoms 1 through 2: 0.31 -0.34

Stability summary - winner: version R; margin: 26.1 kcal/mol.

Version P
Molecular formula: C3H4N2OS
Method: DFT, wB97M-V/def2-TZVPD

```
! wB97M-V def2-TZVPD RIJCOSX def2/J DEFGRID3
* xyz 0 1
O -0.178 2.337 0.648
C -0.044 1.070 0.209
N 0.736 0.123 0.691
C 0.414 -0.985 -0.052
S 1.004 -2.560 0.362
C -0.490 -0.702 -1.013
N -0.828 0.629 -0.783
H 0.449 2.423 1.373
H 1.467 -2.211 1.562
H -1.012 -1.316 -1.765
H -1.518 1.192 -1.232
*
```

Values from the calculation:
E_HOMO: -7.90 eV
Structure (SMILES): Oc1nc(S)c[nH]1
Kohn-Sham gap: 0.316 hartree

Results of the Mulliken charge analysis, in e, for atoms 1 through 2: -0.49 0.34

Version Q
Molecular formula: C3H4N2OS
Method: DFT, wB97M-V/def2-TZVPD

```
! wB97M-V def2-TZVPD RIJCOSX def2/J DEFGRID3
* xyz 0 1
C -0.068 1.692 0.080
C -0.634 0.148 0.228
N -1.867 -0.208 -0.311
O -1.824 -1.514 -0.113
N -0.653 -2.073 0.251
C 0.205 -1.088 0.262
S 2.060 -0.790 -0.088
H -1.067 2.227 -0.110
H 0.484 1.893 0.974
H 0.671 1.827 -0.731
H 2.693 -2.114 -0.441
*
```

Values from the calculation:
E_HOMO: -9.74 eV
Structure (SMILES): Cc1nonc1S
Kohn-Sham gap: 0.359 hartree

Results of the Mulliken charge analysis, in e, for atoms 1 through 2: -1.10 0.43

Version R
Molecular formula: C3H4N2OS
Method: DFT, wB97M-V/def2-TZVPD

```
! wB97M-V def2-TZVPD RIJCOSX def2/J DEFGRID3
* xyz 0 1
C 1.543 0.618 1.079
C -0.514 -0.478 -0.034
C -1.541 -0.586 -1.222
N 2.212 1.622 1.287
N 1.455 -0.633 1.514
O -0.016 0.698 0.057
S 0.377 -1.709 0.774
H -1.771 -1.632 -1.570
H -2.534 -0.229 -1.039
H -0.938 -0.183 -2.011
H 1.727 2.511 1.165
*
```

Values from the calculation:
E_HOMO: -8.53 eV
Kohn-Sham gap: 0.316 hartree

Results of the Mulliken charge analysis, in e, for atoms 1 through 2: 0.59 0.54

Stability summary - winner: version P; margin: 53.1 kcal/mol.

Version P
Molecular formula: C3H4N2OS
Method: DFT, wB97M-V/def2-TZVPD

```
! wB97M-V def2-TZVPD RIJCOSX def2/J DEFGRID3
* xyz 0 1
O -2.691 0.902 -0.131
C -2.330 -0.250 -0.149
N -0.999 -0.785 -0.031
C 0.193 0.095 0.072
N 1.387 -0.352 0.318
C 2.409 0.560 0.187
S 3.924 -0.027 -0.231
H -3.024 -1.151 -0.345
H -0.777 -1.792 0.160
H -0.199 1.137 -0.312
H 2.108 1.663 0.464
*
```

Values from the calculation:
E_HOMO: -8.89 eV
Structure (SMILES): O=CN/C=N/C=S
Kohn-Sham gap: 0.292 hartree

Results of the Mulliken charge analysis, in e, for atoms 1 through 2: -0.47 0.14

Version Q
Molecular formula: C3H4N2OS
Method: DFT, wB97M-V/def2-TZVPD

```
! wB97M-V def2-TZVPD RIJCOSX def2/J DEFGRID3
* xyz 0 1
N 1.810 -1.087 -0.098
C 0.619 -0.354 0.018
C 0.309 0.983 -0.071
N -1.117 1.029 0.076
C -1.695 -0.200 -0.005
S -3.228 -0.665 -0.043
O -0.568 -1.008 -0.008
H 1.859 -1.884 0.554
H 2.726 -0.508 -0.326
H 1.023 1.767 0.086
H -1.738 1.927 -0.182
*
```

Values from the calculation:
E_HOMO: -7.73 eV
Structure (SMILES): Nc1c[nH]c(=S)o1
Kohn-Sham gap: 0.305 hartree

Results of the Mulliken charge analysis, in e, for atoms 1 through 2: -0.49 0.51

Stability summary - winner: version Q; margin: 12.0 kcal/mol.

Version P
Molecular formula: C3H4N2OS
Method: DFT, wB97M-V/def2-TZVPD

```
! wB97M-V def2-TZVPD RIJCOSX def2/J DEFGRID3
* xyz 0 1
H -0.307 2.938 -2.489
N 0.083 2.551 -1.567
C -0.389 1.359 -1.300
N 0.022 0.838 -0.057
C 0.014 -0.464 0.298
S -0.475 -1.766 -0.592
C 0.447 -0.802 1.628
O 0.844 0.088 2.383
H -1.052 0.697 -2.002
H 0.358 1.557 0.634
H 0.691 -1.926 1.876
*
```

Values from the calculation:
E_HOMO: -9.35 eV
Structure (SMILES): [H]/N=C/NC(=S)C=O
Kohn-Sham gap: 0.291 hartree

Results of the Mulliken charge analysis, in e, for atoms 1 through 2: 0.26 -0.60

Version Q
Molecular formula: C3H4N2OS
Method: DFT, wB97M-V/def2-TZVPD

```
! wB97M-V def2-TZVPD RIJCOSX def2/J DEFGRID3
* xyz 0 1
O 1.192 1.438 -2.834
C 0.225 1.947 -2.290
N -0.353 1.456 -1.132
C 0.124 0.333 -0.499
N -0.462 -0.082 0.586
C 0.117 -1.190 1.161
S -0.446 -1.914 2.500
H -0.253 2.841 -2.660
H -1.154 1.852 -0.712
H 0.980 -0.079 -0.995
H 0.940 -1.656 0.632
*
```

Values from the calculation:
E_HOMO: -8.73 eV
Structure (SMILES): O=CN/C=N/C=S
Kohn-Sham gap: 0.289 hartree

Results of the Mulliken charge analysis, in e, for atoms 1 through 2: -0.52 0.12

Version R
Molecular formula: C3H4N2OS
Method: DFT, wB97M-V/def2-TZVPD

```
! wB97M-V def2-TZVPD RIJCOSX def2/J DEFGRID3
* xyz 0 1
O 1.372 -1.039 1.268
C 0.711 -0.490 0.265
C -0.585 -0.972 -0.173
C -1.252 0.141 -0.548
N -0.541 1.236 -0.250
N 0.744 0.946 0.186
S 1.907 0.171 -0.998
H 1.634 -0.495 2.006
H -0.922 -1.933 -0.307
H -2.312 0.205 -0.994
H -0.756 2.229 -0.455
*
```

Values from the calculation:
E_HOMO: -7.92 eV
Structure (SMILES): O[C@@]12C=CNN1S2
Kohn-Sham gap: 0.320 hartree

Results of the Mulliken charge analysis, in e, for atoms 1 through 2: -0.47 0.73

Stability summary - winner: version Q; margin: 13.1 kcal/mol.